ORCA calculation (ωB97M-V with the def2-TZVPD basis set) on C4H11NOS in the gas phase in a non-equilibrium geometry.

Output
Multiplicity ... 1
LUMO level ... 0.94 eV
ΔE to the lowest compared entry with this formula, charge and spin ... 60.59 kcal/mol
SMILES ... C[C@@H](CS)NCO
E_HOMO ... -8.69 eV

Last column: Löwdin charge in e.
Atoms and positions in Å:
C 1.963 1.131 -0.031  -0.0484
C 0.664 0.280 0.101  -0.4699
C -0.571 1.182 0.183  -0.5529
S -1.415 1.142 1.806  0.6765
N 0.550 -0.568 -1.097  -0.0795
C -0.346 -1.667 -0.983  -0.2769
O 0.426 -2.620 -1.770  -0.0838
H 2.454 1.338 0.901  0.0655
H 2.711 0.604 -0.592  0.0663
H 1.663 2.125 -0.303  0.0560
H 0.764 -0.408 1.016  0.1318
H -1.334 1.008 -0.627  0.0804
H -0.327 2.293 -0.117  0.1011
H -0.522 1.958 2.366  -0.1562
H 1.454 -0.770 -1.709  0.1780
H -1.294 -1.638 -1.542  0.1110
H -0.520 -2.041 0.131  0.1519
H 0.080 -3.368 -2.198  0.0490